C11H21F6I2LuO2P2 | ωB97M-V with the def2-TZVPD basis set

CARTESIAN COORDINATES (ANGSTROEM)
Lu1 0.0782 -0.2054 -0.6566
I1 -1.5770 -0.1379 -2.9271
I2 2.8949 -0.0160 -0.2154
P1 1.2594 -2.6398 -1.6253
P2 0.9700 2.5160 -0.4925
F1 -2.6045 2.6808 1.5167
F2 -4.2615 1.3910 2.1563
F3 -3.3109 -1.3737 2.9955
F4 -3.5162 1.3015 0.0972
F5 -1.7631 -2.0324 1.5539
F6 -3.6743 -1.2284 0.8255
O1 -1.0779 0.4095 0.8358
O2 1.2733 -1.4887 2.8382
C1 -1.5156 0.6743 3.1766
C2 -2.0695 0.3546 1.8060
C3 -3.1396 1.4205 1.3894
C4 2.9250 -3.0146 -2.2822
C5 0.2085 -3.3719 -2.9437
C6 -0.4248 3.2502 -1.4374
C7 0.6654 3.1618 1.1807
C8 2.4623 3.4407 -0.9979
C9 1.0780 -3.8680 -0.2781
C10 -2.7368 -1.0831 1.7920
C11 1.0508 -1.2314 1.7399
H1 -0.7820 -0.0821 3.4685
H2 -0.3616 2.9837 1.5025
H3 0.0762 -3.7713 0.1643
H4 -0.8169 -3.4961 -2.5634
H5 -0.3720 2.8764 -2.4712
H6 3.1891 -2.2533 -3.0271
H7 3.2701 3.2221 -0.2866
H8 -2.3257 0.7163 3.9095
H9 -1.3799 2.9163 -0.9962
H10 3.6736 -3.0038 -1.4822
H11 -1.0141 1.6499 3.1470
H12 1.8341 -3.6965 0.4974
H13 -0.3514 4.3520 -1.4132
H14 0.8575 4.2451 1.1540
H15 1.1970 -4.8720 -0.7112
H16 2.7609 3.0936 -1.9961
H17 2.9013 -4.0019 -2.7674
H18 1.3654 2.6897 1.8763
H19 0.1842 -2.6619 -3.7826
H20 0.6420 -4.3385 -3.2507
H21 2.2581 4.5227 -1.0189

Forces on the atoms, in the same order (eV/Å):
Lu -0.4 -0.8 0.6
I 0.4 0.1 0.2
I 0.1 1.3 -0.9
P -0.1 -2.2 -0.4
P 0.4 2.9 0.9
F -0.2 -0.9 -0.1
F 1.3 -0.2 -0.7
F 0.8 0.3 -1.6
F 0.4 0.0 0.8
F -0.6 0.7 0.1
F 1.0 0.1 0.9
O 0.1 -0.1 -0.3
O -0.5 0.9 -3.4
C 0.0 0.2 0.3
C -0.7 0.0 -0.4
C -1.1 0.6 0.2
C 0.1 0.6 -0.1
C -0.2 0.5 0.0
C -0.5 -0.9 -0.8
C 0.2 -0.6 0.3
C 0.2 -0.7 -0.4
C -0.1 0.3 0.2
C -0.7 -0.3 0.5
C -0.2 -1.4 3.7
H -0.3 0.1 0.1
H 0.2 -0.1 -0.2
H 0.3 -0.2 0.0
H 0.3 0.0 -0.2
H -0.1 0.4 0.3
H 0.1 -0.3 0.1
H -0.2 0.1 -0.2
H 0.2 0.0 0.0
H 0.4 0.1 -0.1
H -0.1 0.0 -0.1
H -0.2 -0.3 0.0
H -0.2 -0.1 -0.1
H 0.3 -0.4 0.2
H 0.0 -0.2 -0.2
H 0.0 0.3 0.1
H 0.1 0.3 0.2
H 0.0 0.3 0.2
H -0.1 0.2 0.1
H 0.0 -0.4 0.1
H -0.2 0.4 0.2
H -0.1 -0.4 0.0

The spin multiplicity is 1. Its relative energy (zero: lowest compared OMol25 entry of this formula, charge and spin) is 0.0 kJ/mol. Its HOMO energy (alpha / beta) is -15.508 / -15.650 eV. Its total charge is +2. The frontier orbital gap (alpha / beta) is 0.13153 / 0.13666 Ha.